141
Properties=species:S:1:pos:R:3:forces:R:3 method="wB97M-V/def2-TZVPD" homo_lumo_gap_ev=7.862 homo_energy_ev=-7.4 lumo_energy_ev=0.4 charge=0
Mg 0.907810 1.518863 3.418891 0.50 0.60 -2.01
C 2.347062 3.851738 0.711674 -0.29 -0.44 -1.05
C 2.322197 4.204480 2.181835 -0.59 -0.58 0.49
O 1.925576 3.167340 2.995567 0.01 -0.62 0.51
H 2.922039 4.545641 0.088913 0.02 0.15 0.17
H 1.315093 3.873581 0.341166 0.04 -0.08 -0.11
H 2.703415 2.840167 0.486830 0.16 0.00 0.36
H 1.558349 5.003237 2.220609 0.45 0.55 0.35
H 3.309064 4.588433 2.485318 -0.04 0.28 0.04
C -1.064630 0.087254 0.061466 -0.33 -0.19 -0.70
C 0.317866 0.642198 0.376445 -0.02 1.15 0.45
O 0.645873 0.687890 1.702826 -0.19 -0.84 -0.15
H -1.273539 0.115043 -1.018196 0.27 -0.07 -0.10
H -1.885629 0.683193 0.473513 0.19 -0.04 0.45
H -1.170071 -0.958735 0.357983 0.02 0.03 0.18
H 0.339171 1.674949 -0.029825 -0.02 0.04 -0.20
H 1.062691 0.112819 -0.248121 0.07 -0.33 0.03
C 5.315494 -0.684592 -1.366657 1.33 -0.18 0.22
C 4.345810 0.369453 -0.879591 -0.98 -0.43 0.00
C 4.428605 0.200817 0.649340 0.91 0.41 -0.05
O 5.172816 -0.999015 0.937967 0.13 -0.17 -0.11
C 5.270091 -1.742071 -0.262991 -0.94 -0.13 -0.62
H 6.306606 -0.215316 -1.328575 0.09 -0.22 -0.03
H 5.247074 -1.122986 -2.362970 -0.56 0.22 -0.04
H 3.321866 0.179373 -1.215070 0.07 -0.06 -0.04
H 4.605179 1.383797 -1.177635 0.05 -0.03 -0.05
H 3.464063 0.191450 1.155151 -0.12 0.06 0.00
H 5.069463 1.010674 1.008366 -0.35 0.11 0.41
H 4.365909 -2.364230 -0.375570 -0.08 0.09 -0.07
H 6.095037 -2.453824 -0.298040 0.32 0.37 0.45
C 1.490861 -2.120097 -3.724751 -0.23 0.46 0.30
C 2.844415 -2.681894 -4.106062 0.78 -0.35 -1.31
C 3.078659 -3.857509 -3.147111 -1.44 0.70 0.84
O 2.020331 -3.706856 -2.154722 0.22 -0.16 0.26
C 1.501720 -2.379582 -2.238017 -0.13 -0.43 0.39
H 0.700643 -2.685077 -4.222345 -0.04 -0.15 0.22
H 1.308193 -1.077965 -3.971471 0.27 0.08 -0.10
H 3.663940 -1.959197 -4.096568 -0.16 0.15 0.35
H 2.824625 -3.049189 -5.136376 0.04 0.02 0.03
H 4.014622 -3.833144 -2.589794 0.28 -0.09 -0.39
H 2.887716 -4.811564 -3.632521 0.34 -0.13 0.08
H 2.139571 -1.680272 -1.677274 0.24 0.08 -0.28
H 0.548416 -2.339846 -1.706897 -0.16 -0.25 -0.28
C -4.776520 -3.211020 0.173866 -0.08 0.93 -0.29
C -5.115623 -4.518508 -0.531865 0.06 -0.36 -0.04
C -4.863235 -4.155567 -1.987442 -0.24 0.56 0.44
O -3.637561 -3.443955 -1.889996 0.20 0.00 -0.67
C -3.684488 -2.591552 -0.737408 0.03 -0.93 -0.29
H -4.456450 -3.334291 1.205697 0.07 -0.07 -0.01
H -5.605328 -2.498358 0.151217 -0.24 -0.30 0.21
H -6.111731 -4.918033 -0.343921 -0.02 0.14 0.11
H -4.369385 -5.249501 -0.213596 -0.13 -0.21 -0.14
H -5.667893 -3.501737 -2.356417 0.01 0.14 0.07
H -4.798128 -4.956055 -2.721311 0.41 -0.21 0.24
H -3.935315 -1.587835 -1.088012 0.00 0.15 0.36
H -2.680328 -2.619656 -0.315818 -0.06 0.18 0.14
C -4.054965 3.116149 -3.415764 -0.34 1.01 -0.56
C -3.871428 2.108431 -2.315590 -0.08 -1.34 0.43
C -4.045459 2.873053 -0.998587 0.25 0.48 -1.20
O -3.495367 4.149428 -1.338839 0.86 0.30 0.47
C -3.872370 4.470732 -2.673629 -1.02 -0.73 -0.08
H -5.025235 2.990887 -3.903299 -0.19 0.33 0.35
H -3.371597 3.096643 -4.265405 0.39 -0.55 0.37
H -2.871314 1.672420 -2.349274 -0.16 0.25 0.21
H -4.552630 1.262284 -2.427780 -0.13 0.11 0.13
H -3.456230 2.398927 -0.213778 -0.02 0.28 0.18
H -5.073123 3.054398 -0.663033 -0.13 -0.46 -0.09
H -3.123503 5.076082 -3.177833 0.14 0.21 0.42
H -4.827578 5.004442 -2.612809 0.09 0.21 -0.26
O 2.569326 0.358995 3.856752 -0.68 -0.09 0.49
C 3.700091 0.455485 4.249050 0.39 -0.28 -0.95
O 4.301498 -0.600370 4.814337 -0.15 0.08 0.52
C 5.593950 -0.195071 5.291015 0.85 0.15 -0.63
C 6.013378 0.903568 4.314614 -0.37 0.25 0.38
C 4.666109 1.581937 4.060275 0.41 0.55 0.53
H 6.285390 -1.032268 5.236580 -0.29 -0.22 0.18
H 5.527102 0.179425 6.313680 -0.16 -0.11 0.02
H 6.395514 0.467141 3.392394 0.14 0.01 0.05
H 6.733096 1.576768 4.776279 0.15 -0.05 -0.22
H 4.560840 2.112840 3.119143 -0.31 -0.27 -0.12
H 4.459391 2.337317 4.826764 -0.06 -0.06 0.03
O -1.386396 1.504334 -3.818552 -0.37 -0.44 -0.54
C -0.237526 1.748406 -3.638057 0.65 0.94 0.56
O 0.762748 1.140862 -4.287935 0.13 -0.75 -0.55
C 2.042649 1.670581 -3.939926 -0.01 0.89 0.60
C 1.811875 2.496395 -2.666659 0.18 0.02 0.02
C 0.322117 2.801753 -2.712250 0.36 -0.04 0.02
H 2.380907 2.330878 -4.738113 0.06 -0.28 -0.24
H 2.759107 0.877430 -3.746557 -0.10 -0.26 -0.34
H 2.417880 3.400123 -2.680564 0.06 -0.03 0.12
H 2.090943 1.908796 -1.794847 -0.18 0.08 0.14
H 0.152048 3.777278 -3.170831 -0.24 0.01 0.05
H -0.174628 2.755058 -1.746587 -0.07 0.11 -0.03
O -0.842231 2.567988 3.646161 -0.07 -1.13 0.56
C -1.687821 3.272971 3.186327 0.54 2.00 -0.22
O -2.711128 3.696658 3.938093 0.13 0.03 0.31
C -3.364188 4.851345 3.356840 -0.94 -1.08 -0.29
C -2.925637 4.841060 1.906321 -0.13 1.22 -0.65
C -1.622828 4.057997 1.890900 -0.52 -0.38 -0.53
H -3.199151 5.758121 3.933247 0.49 -0.14 0.10
H -4.422199 4.594898 3.401431 -0.07 0.35 0.22
H -2.801853 5.846894 1.501127 0.15 0.04 0.19
H -3.742846 4.452599 1.301137 0.35 -0.55 -0.11
H -0.732952 4.689005 1.880983 0.02 0.02 0.44
H -1.496527 3.441762 0.999323 -0.13 -0.31 0.20
O -5.219134 -0.938591 -5.424209 -0.29 0.32 0.12
C -4.205268 -1.386603 -4.974139 -0.20 -0.26 -0.75
O -3.741412 -2.577354 -5.427318 0.24 -0.39 -0.03
C -2.535141 -2.985434 -4.746986 0.08 1.07 -0.33
C -2.066733 -1.697161 -4.041059 0.24 -0.69 0.93
C -3.306529 -0.816236 -3.922209 0.43 -0.53 -0.29
H -1.785320 -3.298919 -5.473428 -0.25 -0.11 -0.22
H -2.772008 -3.816873 -4.091227 0.02 0.15 0.21
H -1.314803 -1.145185 -4.602403 0.00 -0.18 -0.25
H -1.598949 -1.991913 -3.099370 -0.12 0.28 0.15
H -3.009699 0.204767 -4.132486 -0.55 0.05 0.04
H -3.883168 -0.886999 -3.002459 0.31 0.04 0.22
O -0.178851 0.025432 4.359182 1.10 0.80 0.57
C -1.169632 -0.635998 4.332464 -0.95 -0.70 -0.96
O -1.443781 -1.478622 5.321040 0.37 0.15 0.74
C -2.547006 -2.310915 5.011310 -0.96 -0.42 -0.99
C -3.337861 -1.543192 3.941137 0.19 -0.65 -0.30
C -2.239896 -0.706381 3.248240 -1.17 0.18 1.17
H -3.178890 -2.509975 5.873158 0.44 0.10 0.32
H -2.156195 -3.246907 4.606444 0.00 -0.01 0.11
H -4.142869 -0.972305 4.403042 0.28 0.41 0.01
H -3.838658 -2.221676 3.251412 0.14 -0.10 -0.02
H -2.655525 0.283033 3.069064 0.50 0.20 -0.27
H -1.893486 -1.144767 2.320699 0.35 -0.02 0.06
O -0.592553 -3.500979 1.676852 0.66 0.24 -0.29
C 0.553491 -3.400692 2.054692 -1.31 -0.40 0.15
O 0.847187 -3.793993 3.316051 0.20 0.69 0.11
C 2.172938 -3.362496 3.684369 0.44 -1.92 -0.20
C 2.879577 -3.017156 2.377946 0.39 1.36 0.61
C 1.771458 -2.863661 1.351426 0.20 0.33 0.21
H 2.657264 -4.257070 4.086580 -0.12 0.19 0.40
H 2.163750 -2.591215 4.450516 -0.32 0.22 -0.25
H 3.660197 -3.723054 2.105848 -0.14 -0.14 0.01
H 3.345990 -2.051646 2.580383 0.34 -0.11 -0.48
H 1.993172 -3.369458 0.412691 -0.35 -0.03 -0.04
H 1.599007 -1.796065 1.174793 -0.22 -0.08 -0.20


14
Properties=species:S:1:pos:R:3:forces:R:3 method="wB97M-V/def2-TZVPD" homo_lumo_gap_ev=6.459 homo_energy_ev=-3.5 lumo_energy_ev=3.0 charge=-1 de_lowest_kj_mol=0.0
C 0.373735 2.258060 0.317968 0.27 -0.41 0.32
C -1.652417 -0.253122 -0.841512 -0.46 -0.95 3.24
C -0.707454 -1.062135 -0.371394 0.79 -0.91 1.32
O -0.037921 2.086799 1.367946 -0.94 -0.21 1.95
O 0.828606 2.441620 -0.709702 0.67 0.59 -2.32
S 3.072989 0.012779 0.341896 -0.38 -0.48 0.61
S -3.068151 0.355879 0.013957 -0.18 0.25 -0.15
S 0.602432 -1.671433 -1.340680 -0.06 -0.03 0.40
S -0.748094 -1.647521 1.424146 0.74 0.66 -1.11
H -1.498234 0.025913 -1.796126 -0.09 1.15 -3.20
H 3.558146 0.514463 -0.814996 -0.61 -0.45 -0.01
H -3.252732 -0.645326 0.882676 0.09 -0.04 -0.06
H 1.917350 -0.928961 -0.072192 1.16 1.03 -0.85
H 0.611742 -1.487014 1.598008 -1.01 -0.21 -0.16


9
Properties=species:S:1:pos:R:3:forces:R:3 method="wB97M-V/def2-TZVPD" homo_lumo_gap_ev=5.155 homo_energy_ev=-7.6 lumo_energy_ev=-2.5 charge=0 de_lowest_kj_mol=119.1
K -1.440804 0.400428 -5.547228 0.17 -0.07 0.41
C -0.348154 0.466239 1.310193 0.60 -0.87 -2.40
F -1.648837 0.327888 0.871616 0.89 0.09 1.18
F -0.042705 1.761911 1.198035 -0.07 0.12 0.05
F -0.165390 0.123293 2.574978 -0.76 -0.18 -0.08
S 0.771290 -0.605901 0.098944 -0.54 -1.98 -1.11
O 0.056150 -1.890343 -0.152124 0.72 1.62 1.56
O 0.786822 0.099404 -1.190199 0.18 0.96 0.93
O 2.031626 -0.682918 0.835785 -1.18 0.30 -0.54


106
Properties=species:S:1:pos:R:3:forces:R:3 method="wB97M-V/def2-TZVPD" homo_lumo_gap_ev=8.244 homo_energy_ev=-11.2 lumo_energy_ev=-3.0 charge=+1
C 0.497273 -2.802573 2.539451 0.84 -0.54 0.06
C 0.682225 -3.482388 1.125084 -0.04 1.18 -0.28
C -0.520304 -3.239159 0.140938 0.34 -2.11 0.36
O -1.112109 -1.909168 0.225962 0.17 -0.63 -0.41
N -0.222569 -0.931597 0.028505 1.66 5.13 1.12
N 0.896616 -0.918134 -0.728684 1.03 0.96 -0.62
C 1.464257 0.291469 -0.612518 -0.97 -0.42 0.63
N 0.714416 1.132901 0.270635 -0.41 -4.11 -1.59
C 1.021269 2.507076 0.681548 0.59 0.42 0.43
C 2.370935 2.636862 1.492981 -0.68 -0.03 -0.64
O 3.158549 3.448642 1.165973 0.11 -0.50 0.70
F 2.521086 1.805749 2.580571 -0.42 0.77 -1.31
C -0.339725 0.299922 0.607603 -1.20 1.17 2.00
C -1.437442 0.877206 1.549368 -1.14 -0.86 -1.05
C -2.872500 0.209868 1.336047 -0.48 0.36 0.34
C -3.913839 0.824395 2.392500 1.24 -0.77 -0.06
C -4.626492 -0.322401 3.217217 -0.80 -0.06 0.22
C -6.141131 -0.551969 2.817411 0.40 0.07 -0.60
C -6.383166 -0.543884 1.243058 -0.34 1.40 1.42
O -7.732925 -0.975696 1.026411 1.45 -0.99 -0.74
C -7.853243 -1.862484 -0.101035 -1.33 -0.29 -0.07
H 0.692895 -1.688038 2.510003 -0.49 -1.12 -0.03
H -0.464049 -3.059445 3.055417 0.92 0.45 -0.82
H 1.321707 -3.217272 3.193168 -0.89 0.49 -0.60
H 0.816260 -4.588821 1.237350 -0.12 0.98 -0.20
H 1.602979 -3.034080 0.655284 -0.82 -0.79 0.52
H -1.337748 -3.955067 0.447750 0.46 1.27 -0.32
H -0.294686 -3.480791 -0.933099 0.03 0.44 1.02
H 2.404761 0.611207 -1.129042 -1.10 -0.52 0.58
H 0.229423 2.984724 1.317156 0.51 -0.85 -0.66
H 1.131560 3.147286 -0.252385 -0.08 -1.48 2.14
H -1.174268 0.791905 2.640082 0.11 0.10 -1.15
H -1.579237 1.954839 1.241661 0.37 -1.07 0.59
H -3.260469 0.411832 0.294627 0.66 -0.30 0.96
H -2.855099 -0.894695 1.501496 0.25 1.01 -0.27
H -3.293611 1.420466 3.126201 -0.88 -0.28 -0.81
H -4.617010 1.486591 1.826177 0.52 -0.50 0.89
H -4.108522 -1.324122 3.149322 -0.15 1.15 -0.13
H -4.591513 -0.038042 4.305744 -0.13 -0.34 -1.01
H -6.498401 -1.558172 3.175819 0.33 1.21 -0.21
H -6.727749 0.274695 3.311911 0.25 -1.03 -0.69
H -6.338533 0.538044 0.904104 0.29 -1.16 0.03
H -5.607260 -1.154536 0.709388 -0.76 0.34 0.37
H -6.929593 -2.451843 -0.338611 -0.58 0.74 0.27
H -8.656225 -2.611336 0.166334 0.81 0.83 -0.35
H -8.221005 -1.280109 -0.995484 0.57 -0.66 0.70
C 2.514023 -1.395044 -4.173338 -0.07 -0.28 -0.18
Cl 2.403373 -0.541340 -5.716058 -0.02 0.05 0.17
Cl 2.589082 -3.140559 -4.424682 -0.05 0.27 0.14
Cl 3.924674 -0.838930 -3.257587 -0.10 0.10 0.12
H 1.622303 -1.171381 -3.595304 0.13 -0.01 -0.04
C -1.802681 -4.715695 5.442501 -0.06 -0.15 -0.07
Cl -1.845205 -2.986305 5.064736 -0.21 0.00 0.31
Cl -3.191651 -5.539571 4.728293 0.09 0.09 0.07
Cl -0.291983 -5.440955 4.879644 -0.07 0.02 0.08
H -1.854678 -4.829870 6.520875 0.02 0.05 -0.13
C 3.443596 1.043943 6.128240 0.09 0.03 0.10
Cl 1.853427 0.469705 6.648724 0.03 0.00 -0.10
Cl 3.685601 2.725682 6.610917 -0.03 -0.10 -0.09
Cl 4.722910 0.015825 6.783654 -0.10 0.05 -0.12
H 3.486073 0.991387 5.044534 -0.01 0.01 0.13
C 7.526365 -1.628051 -2.524973 0.14 0.02 -0.01
Cl 7.211343 -3.018707 -1.475585 -0.08 0.01 -0.01
Cl 8.600167 -0.472962 -1.726537 -0.32 -0.30 -0.25
Cl 8.212027 -2.154586 -4.063767 -0.12 0.05 0.13
H 6.581787 -1.132915 -2.725242 0.13 -0.09 0.02
C -7.757018 -1.471765 6.395702 -0.13 0.00 -0.09
Cl -7.837332 0.261895 6.058932 0.02 -0.07 0.09
Cl -9.152223 -2.304858 5.704603 0.11 0.05 0.06
Cl -6.250507 -2.159598 5.772070 0.01 -0.09 0.29
H -7.774686 -1.610453 7.472139 0.02 0.02 -0.13
C 11.738006 2.545264 -1.972746 -0.03 0.11 -0.10
Cl 11.508429 2.210016 -3.692244 0.02 -0.02 0.11
Cl 11.707191 4.285380 -1.669603 0.03 -0.12 0.00
Cl 10.501939 1.726904 -1.006410 0.32 0.30 0.14
H 12.710699 2.164260 -1.677677 -0.13 0.03 -0.02
C 0.981239 5.816532 -2.631483 0.14 0.46 -0.52
Cl 2.509057 6.298354 -3.362641 -0.33 0.04 0.17
Cl -0.247482 5.549550 -3.869111 0.01 -0.05 0.16
Cl 1.211875 4.350616 -1.651067 0.03 0.88 -1.01
H 0.642277 6.615824 -1.979407 0.02 -0.19 0.03
C 6.392904 5.190188 -3.770370 0.17 -0.01 -0.07
Cl 6.445340 6.903051 -4.200490 -0.05 -0.10 0.07
Cl 4.944386 4.425249 -4.438501 0.16 -0.12 -0.03
Cl 7.844677 4.357323 -4.330332 -0.06 0.04 0.10
H 6.352011 5.111169 -2.688347 -0.01 0.02 -0.13
C 0.767762 6.488960 -7.501733 0.03 0.05 -0.11
Cl 0.788282 8.205673 -7.917566 -0.01 -0.11 0.08
Cl -0.664281 5.700697 -8.177863 0.07 0.02 0.12
Cl 2.241853 5.694142 -8.066557 -0.07 0.02 0.10
H 0.726817 6.400860 -6.420663 0.02 0.01 -0.14
C 4.757371 -2.501435 1.782034 0.00 -0.05 0.18
Cl 4.139911 -4.119116 2.129418 0.08 0.11 -0.06
Cl 3.919855 -1.799240 0.389574 0.15 0.00 -0.07
Cl 4.583865 -1.451461 3.191458 0.05 -0.05 -0.03
H 5.813293 -2.583447 1.541298 -0.12 0.04 -0.03
C 3.069191 -2.963174 -8.479577 0.03 -0.06 -0.13
Cl 4.561824 -2.365913 -9.212107 -0.09 0.01 0.09
Cl 1.841066 -3.253283 -9.716490 0.04 0.05 0.10
Cl 3.377002 -4.434640 -7.550675 0.01 0.02 -0.09
H 2.695945 -2.204532 -7.800251 0.05 -0.12 -0.08
C -12.162768 -1.459227 0.248878 0.06 0.08 0.05
Cl -11.464374 -2.656054 -0.849487 -0.11 0.00 0.02
Cl -11.121024 -1.227703 1.657076 -0.06 -0.03 -0.07
Cl -12.424830 0.074060 -0.589600 -0.02 -0.10 0.05
H -13.123909 -1.829621 0.591376 0.12 0.03 -0.07


16
Properties=species:S:1:pos:R:3:forces:R:3 method="wB97M-V/def2-TZVPD" homo_lumo_gap_ev="7.698 / 6.561" homo_energy_ev="-7.7 / -6.8" lumo_energy_ev="0.0 / -0.3" charge=0 de_lowest_kj_mol=444.5
C 0.279782 1.976612 -0.404384 0.36 -0.56 0.41
C 0.866564 1.467437 0.539515 -0.33 0.05 -0.81
C -0.204984 2.508456 -1.647569 -0.23 1.73 -0.38
C -0.364079 -2.640000 -0.040274 -2.51 1.13 2.34
C 1.555817 0.797028 1.509007 -0.89 -0.70 1.78
Si -0.086640 -2.215022 1.813618 0.19 2.22 -2.00
Cl 0.940209 -3.715260 2.578901 0.71 -1.56 1.08
H -1.180679 2.990032 -1.662089 -0.24 -0.20 0.55
H -0.188693 1.898562 -2.511658 -0.04 -1.56 -0.53
H 0.453620 3.293816 -1.996617 0.43 0.51 0.25
H -0.517283 -3.694168 0.088433 -0.22 -0.70 -0.76
H -1.311874 -2.090115 -0.354462 1.39 -0.85 -0.01
H 0.510278 -2.389785 -0.562308 0.95 0.27 -0.96
H 1.014183 0.382104 2.406110 0.76 0.71 -1.07
H 2.632439 0.745027 1.509948 0.07 -0.08 -0.10
H -1.188085 -1.641346 2.592600 -0.40 -0.43 0.21


Let's list max |F| in order: 2.161; 3.410; 2.625; 5.508; 3.612 eV Å⁻¹.
Let's list calculated total energy in order: -3277.8552; -1860.5953; -1561.5140; -18069.1948; -945.4547 Eh.